[1]
Density functional theory data (ωB97M-V with the def2-TZVPD basis set) for a molecular structure, C39H36Ge2IrN5Se.

Structure (XYZ):
```
84
Properties=species:S:1:pos:R:3:forces:R:3
Ir 0.020 -0.515 -0.528 0.3 -1.3 -0.2
C -3.871 -0.707 -2.157 -0.1 0.0 0.0
C -4.748 -0.726 -1.070 0.0 0.0 0.0
C -4.237 -0.650 0.200 0.0 0.0 0.0
C -2.852 -0.571 0.402 0.0 0.2 0.0
N -2.019 -0.523 -0.655 0.0 -0.2 0.0
C -2.532 -0.591 -1.904 0.0 0.0 0.0
N -2.426 -0.528 1.710 0.1 0.0 0.0
C -1.222 -0.695 2.101 -0.1 -0.1 0.0
N -0.074 -0.938 1.332 0.0 0.7 -0.1
C 1.047 -0.977 2.162 0.1 -0.1 0.0
N 2.281 -1.064 1.840 -0.1 -0.1 0.0
C 2.775 -1.117 0.557 0.0 0.1 0.1
C 4.126 -1.471 0.431 0.0 0.0 0.0
C 4.716 -1.527 -0.805 0.0 0.0 0.0
C 3.953 -1.214 -1.933 0.0 0.0 0.0
C 2.645 -0.854 -1.752 0.1 0.0 0.0
N 2.049 -0.804 -0.538 -0.1 -0.1 0.1
C 0.563 -0.914 3.547 0.0 -0.2 0.1
C 1.247 -1.048 4.740 0.0 0.1 0.0
C 0.499 -0.956 5.909 0.0 0.0 0.0
C -0.880 -0.741 5.871 0.0 0.0 0.0
C -1.561 -0.626 4.665 0.0 0.0 0.0
C -0.809 -0.716 3.509 -0.1 0.0 0.1
H -4.222 -0.771 -3.176 0.0 0.0 0.0
H -5.816 -0.796 -1.228 0.0 0.0 0.0
H -4.865 -0.658 1.079 0.0 0.0 0.0
H -1.812 -0.540 -2.716 0.0 0.0 0.0
H 4.665 -1.692 1.340 0.0 0.0 0.0
H 5.758 -1.798 -0.904 0.0 0.0 0.0
H 4.368 -1.243 -2.929 0.0 0.0 0.0
H 2.026 -0.577 -2.595 0.0 0.0 0.0
H 2.314 -1.216 4.760 0.0 0.0 0.0
H 0.992 -1.058 6.866 0.0 0.0 0.0
H -1.429 -0.673 6.801 0.0 0.0 0.0
H -2.631 -0.475 4.626 0.0 0.0 0.0
C 3.304 2.405 0.439 0.1 0.3 0.2
Ge 1.536 3.047 0.951 -0.5 -0.9 -0.9
C 1.317 4.964 0.704 0.0 0.0 0.1
C 1.154 2.515 2.781 0.1 0.1 0.1
Ge -0.024 1.891 -0.827 0.6 1.7 1.9
C 0.578 2.504 -2.561 -0.2 -0.5 -0.4
C 0.793 3.871 -2.751 -0.1 -0.2 0.0
C 1.186 4.349 -3.990 0.0 0.0 0.0
C 1.364 3.472 -5.051 0.0 -0.1 -0.1
C 1.135 2.113 -4.880 0.1 0.1 -0.1
C 0.749 1.634 -3.640 0.0 0.2 0.1
C -1.774 2.637 -0.418 -0.1 -0.5 -0.5
C -2.151 3.034 0.863 0.1 -0.1 0.0
C -3.446 3.462 1.114 0.0 0.0 0.0
C -4.380 3.476 0.089 0.0 0.0 0.0
C -4.016 3.079 -1.192 -0.1 0.0 -0.1
C -2.718 2.670 -1.447 -0.2 0.2 0.1
H 4.035 3.086 0.881 0.1 -0.1 0.0
H 3.450 2.399 -0.640 0.0 0.0 0.0
H 3.473 1.409 0.842 0.0 0.0 0.0
H 1.838 5.427 1.546 0.0 0.1 0.0
H 0.273 5.273 0.729 0.0 0.0 0.0
H 1.781 5.304 -0.218 0.0 0.0 0.0
H 1.912 3.022 3.385 -0.1 -0.1 0.1
H 1.277 1.446 2.920 0.0 0.0 0.0
H 0.176 2.819 3.145 0.0 0.0 0.0
H 0.636 4.568 -1.939 0.0 0.0 0.0
H 1.345 5.409 -4.132 0.0 0.0 0.0
H 1.671 3.851 -6.016 0.0 0.0 0.0
H 1.253 1.434 -5.714 0.0 0.0 0.0
H 0.551 0.572 -3.531 -0.1 -0.1 0.0
H -1.439 3.015 1.679 0.0 0.0 0.0
H -3.725 3.785 2.107 0.0 0.0 0.0
H -5.390 3.808 0.284 0.0 0.0 0.0
H -4.741 3.102 -1.994 0.0 0.0 0.0
H -2.436 2.399 -2.459 0.0 0.0 0.0
Se -0.661 -3.698 -0.868 -0.5 -0.3 0.0
C -0.207 -5.485 -0.878 0.2 0.9 0.0
C 0.011 -6.165 0.335 0.1 -0.4 0.5
C 0.351 -7.502 0.321 -0.1 0.4 0.3
C 0.481 -8.170 -0.892 0.0 -0.1 0.0
C 0.260 -7.513 -2.098 -0.2 0.3 -0.3
C -0.082 -6.176 -2.098 0.1 -0.4 -0.5
H -0.099 -5.630 1.268 0.0 0.0 0.0
H 0.515 -8.032 1.249 0.0 0.0 0.0
H 0.758 -9.215 -0.898 0.0 0.0 0.0
H 0.356 -8.050 -3.031 0.0 0.0 0.0
H -0.265 -5.649 -3.024 0.1 0.0 0.0
```
Positions in Å, forces in eV/Å.

Values from the calculation:
Highest occupied orbital energy (spin up / spin down) = -0.4607 / -0.4582 Eh
HOMO-LUMO gap (spin up / spin down) = 3.29 / 3.17 eV
Total charge = +2
2S+1 = 1



[2]
Density functional theory data (ωB97M-V with the def2-TZVPD basis set) for a gas-phase ion, C22H13ClNO3 (charge -1).

Structure (XYZ):
```
40
Properties=species:S:1:pos:R:3:forces:R:3
O 2.570 -0.819 -5.932 0.9 2.9 0.0
O 0.629 -0.889 2.511 0.6 1.0 0.6
O 1.853 -2.759 -5.413 -0.7 -2.0 1.2
Cl -4.812 -4.225 0.629 -0.9 -0.3 -0.2
C 2.097 -1.585 -5.101 -0.4 -1.0 -1.8
C 0.080 -0.808 1.434 -0.3 -2.8 0.4
C 1.631 0.261 -3.388 0.0 -3.3 3.5
C 1.508 -2.202 -2.756 -1.9 0.3 2.6
C 1.281 1.586 -1.147 -0.6 1.1 1.2
C 1.706 -1.141 -3.712 0.5 3.1 0.2
C 0.842 1.299 0.171 0.1 2.5 -1.0
C 1.087 -1.952 -1.421 1.3 1.2 -3.4
C 1.351 0.452 -1.869 0.0 -1.1 -3.3
C 0.655 -0.075 0.286 0.0 0.8 -1.1
C 0.108 4.410 3.104 0.1 1.8 1.2
C -0.231 4.698 1.793 -0.7 0.2 -1.3
C 0.835 3.265 3.403 -0.3 -0.7 -0.9
C -2.509 -3.671 1.930 -1.0 0.3 -0.9
C -3.326 -1.966 0.276 0.4 -1.8 -0.6
C -0.043 3.743 0.742 1.0 0.2 1.2
C 1.027 2.293 2.405 -0.4 1.6 -0.2
C -1.377 -2.901 2.114 -0.9 2.2 -1.4
C -2.079 -1.354 0.331 -0.1 1.3 0.4
C -3.510 -3.191 0.963 2.5 0.6 1.4
C 0.621 2.528 1.058 -0.6 -1.9 1.6
C -1.179 -1.705 1.345 0.3 0.3 -2.0
N 0.983 -0.591 -1.007 -0.3 -1.8 0.3
H 1.875 1.169 -4.006 -0.3 -1.5 0.6
H 1.481 -3.262 -3.120 0.4 1.4 0.2
H 1.408 2.584 -1.515 0.2 0.2 -0.2
H 0.910 -2.788 -0.773 -0.2 0.3 0.6
H -0.137 5.209 3.913 0.6 -1.6 -1.4
H -0.678 5.718 1.574 0.4 -1.5 0.1
H 1.255 3.128 4.382 -0.1 -0.2 0.3
H -2.600 -4.634 2.516 -0.3 1.3 -1.0
H -3.963 -1.632 -0.540 -0.4 -0.4 0.4
H -0.307 4.021 -0.274 -0.1 -0.3 0.1
H 1.503 1.357 2.634 0.2 -0.1 0.1
H -0.660 -3.083 2.854 1.0 -0.6 0.9
H -1.885 -0.485 -0.396 -0.1 -1.4 1.4
```
Positions in Å, forces in eV/Å.

Values from the calculation:
Highest occupied orbital energy = -0.1579 Eh
ΔE to the lowest compared entry with this formula, charge and spin = 202.4 kJ/mol
HOMO-LUMO gap = 6.29 eV
SMILES = O=C([O-])c1ccn2c(C(=O)c3ccc(Cl)cc3)c(-c3ccccc3)cc2c1
Total charge = -1
2S+1 = 1



[3]
Density functional theory data (ωB97M-V with the def2-TZVPD basis set) for 2 unconnected molecules or ions with the total composition C2H2OS.

Structure (XYZ):
```
6
Properties=species:S:1:pos:R:3:forces:R:3
C -0.567 -0.211 2.215 -0.6 -1.0 2.5
C -0.533 -0.141 1.030 0.3 0.5 -2.6
O 0.015 0.824 -1.191 -0.5 0.2 0.4
S 1.196 0.230 -1.851 -0.2 -0.7 -2.9
H -0.866 -0.661 3.142 0.3 0.4 0.1
H 0.755 -0.041 -3.345 0.7 0.4 2.6
```
Positions in Å, forces in eV/Å.

Values from the calculation:
Highest occupied orbital energy (spin up / spin down) = -0.3912 / -0.3585 Eh
ΔE to the lowest compared entry with this formula, charge and spin = 606.7 kJ/mol
HOMO-LUMO gap (spin up / spin down) = 9.03 / 7.78 eV
2S+1 = 1



[4]
Density functional theory data (ωB97M-V with the def2-TZVPD basis set) for a molecular structure, C10H14N2OsP.

Structure (XYZ):
```
28
Properties=species:S:1:pos:R:3:forces:R:3
C 1.574 0.053 -1.253 1.3 -3.3 -2.2
C 2.487 -0.391 -0.064 0.4 0.7 -2.6
C 3.047 0.812 0.438 2.1 -0.8 1.3
C 2.082 1.793 0.209 -2.1 0.4 -0.7
C 1.192 1.352 -0.893 2.1 3.0 -0.6
Os 0.576 0.033 0.487 -3.9 -0.7 4.4
P -0.907 -1.812 0.116 0.4 -1.7 0.3
H 1.254 -0.565 -2.149 0.6 1.0 1.3
H 2.814 -1.365 0.191 0.6 -0.9 -0.5
H 3.968 0.911 1.061 -1.2 -0.2 -0.5
H 0.493 1.952 -1.449 0.1 0.3 0.0
H 2.003 2.711 0.739 0.0 0.7 -0.1
H -1.710 -2.305 1.246 0.6 0.1 -1.3
H -0.226 -2.995 -0.470 -1.0 1.0 0.7
H -1.875 -1.484 -0.900 0.5 -0.3 0.7
N -5.474 2.468 0.891 0.1 0.1 0.1
C -4.236 1.947 0.849 0.1 -0.2 -0.6
C -3.387 2.323 -0.245 0.7 -1.0 0.2
C -2.209 1.575 -0.392 0.1 0.8 0.2
N -1.636 0.829 0.605 -2.7 0.3 -0.2
C -2.474 0.512 1.653 -0.2 0.4 -0.2
C -3.810 0.937 1.760 1.1 -0.1 -0.4
H -5.722 3.209 0.268 -0.1 0.1 -0.2
H -6.148 2.235 1.588 0.0 -0.1 0.4
H -3.705 3.095 -0.989 0.3 -1.0 0.7
H -1.644 1.572 -1.348 -0.4 0.4 0.8
H -2.014 -0.133 2.419 -0.3 0.4 -0.4
H -4.501 0.487 2.503 0.7 0.6 -0.5
```
Positions in Å, forces in eV/Å.

Values from the calculation:
Highest occupied orbital energy (spin up / spin down) = -0.3048 / -0.4468 Eh
⟨S²⟩ = 6.030
ΔE to the lowest compared entry with this formula, charge and spin = 184.7 kJ/mol
HOMO-LUMO gap (spin up / spin down) = 5.35 / 7.02 eV
Total charge = +1
2S+1 = 5



[5]
Density functional theory data (ωB97M-V with the def2-TZVPD basis set) for a single C3H4S3 molecule.

Structure (XYZ):
```
10
Properties=species:S:1:pos:R:3:forces:R:3
C 1.081 0.750 -0.010 -1.0 -2.8 -0.9
C -0.309 1.054 0.351 -1.6 0.2 0.5
C -0.486 -1.464 -0.358 0.3 -0.4 0.2
H -0.409 0.937 1.437 0.0 0.0 -0.1
H -0.518 2.095 0.124 -0.1 0.0 0.0
H -0.621 -2.012 0.582 0.0 0.3 -0.1
H -0.698 -2.166 -1.167 0.0 0.2 0.0
S 2.247 1.787 0.026 1.9 1.5 0.1
S -1.560 -0.013 -0.481 1.0 0.2 0.2
S 1.273 -0.969 -0.504 -0.4 0.8 0.2
```
Positions in Å, forces in eV/Å.

Values from the calculation:
Highest occupied orbital energy = -0.3248 Eh
ΔE to the lowest compared entry with this formula, charge and spin = 41.2 kJ/mol
HOMO-LUMO gap = 8.61 eV
SMILES = S=C1CSCS1
2S+1 = 1



[6]
Density functional theory data (ωB97M-V with the def2-TZVPD basis set) for a single C5H8ClNO molecule.

Structure (XYZ):
```
16
Properties=species:S:1:pos:R:3:forces:R:3
C 0.397 0.977 0.231 -1.2 0.3 -0.3
C 1.193 -0.248 0.516 1.0 -1.3 1.4
C 0.207 -1.474 0.346 -0.3 -0.4 1.3
C -0.888 -0.948 -0.628 1.1 -0.2 1.0
C -0.687 0.516 -0.732 1.3 1.0 -2.2
H 0.658 2.907 0.255 0.9 -1.6 -0.9
H -0.112 1.190 1.178 -0.2 -0.1 -0.1
H 1.671 -0.095 1.508 -0.7 -0.7 -0.4
H 0.702 -2.493 0.171 -0.6 1.8 -0.3
H -0.320 -1.610 1.327 0.4 0.1 -0.6
H -1.397 -1.555 -1.349 0.4 -0.2 -0.6
H -2.603 0.157 -0.470 -1.2 -0.2 -0.5
H -0.801 0.993 -1.727 -0.1 0.0 0.9
N -1.755 0.029 0.023 -1.3 -0.4 1.5
O 1.105 2.107 -0.156 0.0 2.0 0.5
Cl 2.629 -0.453 -0.492 0.4 0.0 -0.9
```
Positions in Å, forces in eV/Å.

Values from the calculation:
Highest occupied orbital energy = -0.3474 Eh
ΔE to the lowest compared entry with this formula, charge and spin = 223.9 kJ/mol
HOMO-LUMO gap = 10.22 eV
SMILES = O[C@H]1[C@@H]2N[C@@H]2C[C@H]1Cl
2S+1 = 1



Question: What is the 2S+1 in the fifth record?
Answer: 1



Question: Which value of 2S+1 does entry 1 give?
Answer: 1



Question: What is the formula in the first record?
Answer: C39H36Ge2IrN5Se